Entry from the OMol25 dataset: one molecule with the formula C6H11NO (ωB97M-V/def2-TZVPD).

Bonds (Å) are listed after each position.
Element x y z (Å)
1 O -2.2502 -0.3034 1.5137  C5 1.356, H13 0.964
2 N -0.2754 0.8391 1.1447  C3 1.392, C5 1.245
3 C -0.3220 0.7842 -0.2457  N2 1.392, C7 1.326, C8 1.513
4 C 2.0283 0.1489 -0.7370  C8 1.531, H10 1.087, H14 1.087, H19 1.088
5 C -1.1297 0.3512 1.9085  O1 1.356, N2 1.245, H18 1.089
6 C 0.3372 -1.6414 -0.2080  C8 1.529, H9 1.087, H15 1.087, H17 1.088
7 C -0.9809 1.6666 -0.9840  C3 1.326, H11 1.074, H16 1.079
8 C 0.5631 -0.2771 -0.8606  C3 1.513, C4 1.531, C6 1.529, H12 1.092
9 H 0.8428 -2.4146 -0.7811  C6 1.087
10 H 2.6763 -0.5451 -1.2672  C4 1.087
11 H -0.9131 1.6515 -2.0554  C7 1.074
12 H 0.2965 -0.3452 -1.9177  C8 1.092
13 H -2.7949 -0.5719 2.2623  O1 0.964
14 H 2.3222 0.1707 0.3098  C4 1.087
15 H -0.7240 -1.8759 -0.1798  C6 1.087
16 H -1.5980 2.4329 -0.5417  C7 1.079
17 H 0.7222 -1.6559 0.8094  C6 1.088
18 H -0.9682 0.4407 2.9813  C5 1.089
19 H 2.1676 1.1448 -1.1514  C4 1.088

Output
**Total energy**: -365.18357 hartree
**Spin multiplicity**: 1
**SMILES**: C=C(/N=C\O)C(C)C
**Charge**: 0

Atomic partial charges in e from the Mulliken method, atoms 1 to 2: O -0.44; N -0.41

***

Entry from the OMol25 dataset: one molecule with the formula C6H11NO in a non-equilibrium geometry (ωB97M-V/def2-TZVPD).

Bonds (Å) are listed after each position.
Element x y z (Å)
1 O -0.6328 0.2285 0.3790  C4 1.353, C5 1.404
2 N -0.9662 -1.7894 -0.6730  C6 1.685, C8 1.613, H12 1.038
3 C 0.6857 1.7823 -0.0768  C5 1.680, C7 1.638, H16 1.263, H17 1.225
4 C 0.4502 -0.2231 1.0529  O1 1.353, C7 1.552, C8 1.777, H19 1.006
5 C -0.1590 0.5823 -0.8948  O1 1.404, C3 1.680, C6 1.532, H9 1.133
6 C -1.2162 -0.3448 -1.5035  N2 1.685, C5 1.532, H14 1.160, H18 1.029
7 C 1.0410 1.1696 1.4002  C3 1.638, C4 1.552, H10 1.225, H13 1.029
8 C -0.3866 -1.7746 0.8321  N2 1.613, C4 1.777, H11 1.208, H15 1.068
9 H 0.7440 -0.0082 -1.2393  C5 1.133
10 H 0.3192 1.9795 1.9682  C7 1.225
11 H 0.6820 -2.2973 1.0401  C8 1.208
12 H -0.5873 -2.5233 -1.3021  N2 1.038
13 H 2.0573 1.0865 1.5386  C7 1.029
14 H -1.1317 -0.3971 -2.6594  C6 1.160
15 H -1.2682 -1.6591 1.4241  C8 1.068
16 H 1.7586 2.3633 -0.4011  C3 1.263
17 H -0.3562 2.4203 0.0107  C3 1.225
18 H -2.1872 -0.0753 -1.2930  C6 1.029
19 H 1.1533 -0.5200 0.3971  C4 1.006

Output
**Total energy**: -364.78133 hartree
**Spin multiplicity**: 1
**SMILES**: C1C[C@H]2CNC[C@@H]1O2
**Charge**: 0

Atomic partial charges in e from the Mulliken method, atoms 1 to 2: O -0.35; N -0.41

***

Entry from the OMol25 dataset: one molecule with the formula C6H11NO in a non-equilibrium geometry (ωB97M-V/def2-TZVPD).

Bonds (Å) are listed after each position.
Element x y z (Å)
1 O -1.8423 -2.3099 2.6107  C5 1.187
2 N 1.6045 1.8881 -1.3000  C6 1.486, C8 1.344, H18 1.065
3 C 0.3017 0.4752 0.1360  C7 1.537, C8 1.364, H13 1.032
4 C -1.5473 -1.3875 0.3203  C5 1.559, C7 1.497, H9 1.120, H16 1.067
5 C -1.9464 -1.4242 1.8270  O1 1.187, C4 1.559, H11 1.151
6 C 2.1854 2.5360 -2.5050  N2 1.486, H10 1.192, H15 1.071, H19 1.121
7 C -0.1138 -0.9725 0.4406  C3 1.537, C4 1.497, H14 1.144, H17 1.133
8 C 0.9923 0.7270 -1.0131  N2 1.344, C3 1.364, H12 1.124
9 H -2.2534 -0.6646 -0.1638  C4 1.120
10 H 3.3185 2.1713 -2.5760  C6 1.192
11 H -2.4405 -0.4205 2.0958  C5 1.151
12 H 1.1220 -0.0409 -1.8243  C8 1.124
13 H 0.1850 1.2664 0.7881  C3 1.032
14 H 0.4096 -1.6338 -0.3327  C7 1.144
15 H 1.6529 2.3734 -3.4195  C6 1.071
16 H -1.6410 -2.3219 -0.1867  C4 1.067
17 H 0.3189 -1.3987 1.3970  C7 1.133
18 H 1.3947 2.5733 -0.5125  N2 1.065
19 H 2.2084 3.6350 -2.2859  C6 1.121

Output
**Total energy**: -365.12368 hartree
**Spin multiplicity**: 1
**SMILES**: CN/C=C/CCC=O
**Charge**: 0

Atomic partial charges in e from the Mulliken method, atoms 1 to 2: O -0.46; N -0.23

***

It is found that the HOMO level values, taken in the order of the records, are -8.5 -8.1 -7.6 eV.
It is found that the orbital gap values, taken in the order of the records, are 9.10 9.03 8.54 eV.
It is found that the energy above the lowest of the compared OMol25 structures with the same formula, charge and spin values, taken in the order of the records, are 1.303 12.249 2.933 eV.